[1]
111
Properties=species:S:1:pos:R:3:forces:R:3 method="wB97M-V/def2-TZVPD" orbital_gap_ev="1.97 / 9.07" multiplicity=2 e_tot_ev=-58853.172 total_charge=-1
C 4.1617 -2.3983 0.8388 -0.28 1.64 -1.25
C 2.8582 -1.7647 0.2232 1.87 0.15 2.08
O 1.8071 -2.6325 0.5848 -0.81 -0.57 -1.06
H 4.2436 -2.3406 1.9242 -0.68 -0.66 0.01
H 5.0488 -1.8401 0.5397 0.05 0.09 -0.43
H 4.1849 -3.3613 0.3287 0.29 -0.33 0.75
H 3.0306 -1.6435 -0.8462 -0.56 -0.39 -0.14
H 2.5487 -0.8038 0.6343 0.89 0.60 0.00
H 1.7581 -2.6233 1.5435 -0.03 -0.08 0.76
C 2.1300 -4.3569 3.9209 0.58 -0.57 0.65
C 2.1788 -2.9793 4.5261 -0.69 0.75 -0.91
O 1.7015 -2.1112 3.4930 0.49 -0.24 -0.94
H 2.9610 -4.5463 3.2413 -0.25 0.43 -0.54
H 1.1530 -4.4990 3.4590 0.17 -0.17 -0.12
H 2.3148 -5.1332 4.6634 -0.43 -0.01 0.35
H 3.1822 -2.6466 4.7917 0.07 -0.28 0.41
H 1.4486 -2.8287 5.3212 0.38 -0.41 0.56
H 1.7449 -1.2041 3.8041 -0.38 0.44 0.21
C -5.2219 -1.2705 2.9396 -0.04 0.99 1.28
C -5.0479 -1.1029 1.4916 0.02 0.04 -0.80
O -4.0538 -1.9915 1.0874 0.36 -1.31 -0.62
H -6.0532 -0.6456 3.2660 -0.29 -0.18 0.26
H -4.3352 -0.8476 3.4119 0.11 -0.40 0.39
H -5.3756 -2.3189 3.1953 0.04 0.13 0.12
H -4.7863 -0.0815 1.2154 -0.10 0.12 0.00
H -5.9956 -1.3822 1.0311 -0.07 0.05 -0.57
H -3.2501 -1.5760 0.7662 0.01 0.81 0.01
C -0.2306 -4.9757 -0.9907 1.00 0.07 -0.58
C 0.1856 -3.8940 -2.0508 -1.08 0.95 1.09
O 1.5159 -3.4264 -1.9699 0.21 -0.71 -0.92
H -0.8240 -5.8184 -1.3454 -0.50 0.42 -0.24
H -0.6901 -4.4454 -0.1566 -0.21 -0.35 0.00
H 0.6448 -5.4882 -0.5919 0.35 0.29 -0.01
H -0.4439 -3.0407 -1.7984 -0.17 0.21 0.25
H -0.1289 -4.0031 -3.0887 0.58 -1.00 -0.12
H 1.6190 -2.9522 -1.1415 -0.32 -0.40 0.18
C 2.3715 2.4007 1.4177 -0.74 -0.22 -1.03
O 1.7791 1.4163 1.8212 -1.09 -1.90 0.73
N 3.1994 3.1089 2.0910 2.23 0.54 4.20
N 2.2564 2.9160 0.2289 -1.43 0.45 -4.50
H 3.3640 2.6958 2.9978 0.56 0.77 0.26
H 3.6195 3.9610 1.7483 0.33 0.17 0.20
H 2.8110 3.7191 -0.0309 0.10 0.13 -0.10
H 1.7322 2.4810 -0.5168 -0.12 -0.02 0.29
C -0.4047 0.8270 4.8634 0.20 -1.69 -0.01
O 0.2474 -0.2118 4.8804 0.91 -0.22 -0.26
N -0.3655 1.7862 3.9738 0.88 1.31 -1.65
N -1.3689 1.0274 5.7421 -2.13 0.47 2.32
H -0.9477 2.6011 4.1044 0.59 -0.13 -0.38
H 0.3644 1.7390 3.2773 0.22 0.36 -0.49
H -2.0123 1.7696 5.5072 -0.25 -0.46 0.63
H -1.6355 0.2607 6.3431 -0.05 0.33 -0.20
C -0.8996 -0.2844 0.5770 -3.01 0.79 1.75
O -2.0132 0.1704 0.4361 -3.00 1.35 0.19
N -0.3346 -0.6602 1.6663 1.11 -1.03 4.94
N -0.1620 -0.5906 -0.3842 4.26 -1.21 -6.42
H 0.6327 -0.9365 1.5759 -0.42 0.22 1.04
H -0.7253 -0.5038 2.5844 0.22 -0.05 -0.24
H -0.3350 -0.2252 -1.3097 0.32 -0.34 0.26
H 0.7176 -0.9910 -0.0906 -0.03 0.05 -1.38
C -1.4074 5.7841 -1.2857 -0.85 1.06 0.57
C -0.7631 4.4850 -0.9451 0.97 0.28 0.44
C -1.5301 3.7273 0.1786 1.85 -0.21 -0.30
O -1.2235 4.3761 1.4259 -1.45 0.35 -0.11
C -2.2218 4.0710 2.4145 1.24 -0.81 -0.97
N -0.4920 3.8205 -2.2145 -1.41 -0.12 0.10
H -2.3602 5.6226 -1.7899 -0.17 0.06 -0.20
H -0.7974 6.4749 -1.8678 0.15 -0.38 -0.23
H -1.6166 6.3152 -0.3571 -0.20 0.06 0.13
H 0.1995 4.7888 -0.5338 0.16 -0.46 0.43
H -1.1019 2.7260 0.2241 -0.01 -0.32 0.04
H -2.5935 3.5692 -0.0012 -0.32 0.51 -0.01
H -3.2361 4.2902 2.0811 -0.05 0.54 0.10
H -1.9153 4.5489 3.3450 -0.28 0.21 -0.09
H -2.1808 2.9869 2.5201 -0.28 -0.27 0.39
H -0.1706 2.8630 -2.2125 0.83 -0.17 0.55
H -1.4310 3.7062 -2.5686 -0.34 0.05 -0.86
C -2.7266 0.9330 -3.8853 -0.72 -2.10 1.45
C -2.3509 -0.4073 -3.0773 0.48 1.82 -1.15
C -3.3483 -1.5999 -3.3849 1.05 0.80 0.17
O -2.8001 -2.8336 -2.9241 -0.52 0.79 -1.54
C -3.2156 -3.2269 -1.6658 -0.59 -1.05 0.94
N -0.9817 -0.7927 -3.5235 -1.58 -0.75 -0.25
H -3.1690 0.5600 -4.8091 0.17 0.52 -0.40
H -1.8948 1.6239 -4.0231 0.04 -0.30 -0.04
H -3.5116 1.4182 -3.3052 -0.05 0.27 -0.19
H -2.1296 -0.1124 -2.0516 -1.32 -0.42 0.41
H -3.4267 -1.6579 -4.4705 0.44 -0.15 -0.28
H -4.3938 -1.4679 -3.1064 0.06 0.16 0.77
H -4.2058 -2.8676 -1.3858 0.28 0.83 0.19
H -2.4269 -3.0339 -0.9386 -0.36 0.25 0.34
H -3.4221 -4.2972 -1.6637 0.55 -0.36 -0.18
H -1.0317 -1.7741 -3.2902 0.94 -0.64 0.32
H -1.0766 -0.8493 -4.5274 0.48 0.22 -0.67
C 2.3953 -0.3857 -3.5772 1.09 -0.89 -0.83
C 2.3596 0.8597 -2.7538 -0.73 0.71 -0.04
C 3.4521 1.9434 -3.1596 0.18 -2.23 0.01
O 4.8015 1.4087 -3.0200 -0.72 0.30 0.88
C 5.2938 1.4998 -1.6609 0.08 -0.25 -0.91
N 0.9740 1.3416 -3.0205 0.52 1.58 0.40
H 3.3001 -0.9900 -3.5124 0.02 -0.11 0.20
H 2.3264 -0.0661 -4.6170 0.18 0.07 -0.34
H 1.4990 -0.9929 -3.4508 0.31 -0.14 0.49
H 2.4477 0.6740 -1.6834 0.00 -0.14 0.12
H 3.3467 2.8744 -2.6025 -0.16 0.08 -0.18
H 3.3566 2.0232 -4.2425 -0.15 0.68 -0.01
H 5.7225 2.4837 -1.4704 -0.52 0.29 0.20
H 6.1394 0.8223 -1.5426 -0.11 -0.32 -0.25
H 4.5206 1.2051 -0.9514 0.05 0.32 0.20
H 0.2584 0.6478 -2.8570 0.40 -0.57 0.39
H 0.8847 1.3784 -4.0258 0.15 0.54 -0.42

***

[2]
124
Properties=species:S:1:pos:R:3:forces:R:3 method="wB97M-V/def2-TZVPD" orbital_gap_ev=9.06 multiplicity=1 de_lowest_kcal_mol=192.1 e_tot_ev=-74361.181
C -6.7576 -4.3684 -1.4232 4.08 -2.14 4.61
O -5.6637 -4.7488 -0.9016 -1.87 0.77 -1.59
N -6.9533 -3.9519 -2.6142 0.21 1.58 -5.35
N -7.8652 -4.3631 -0.7097 -2.86 0.07 1.85
H -7.8729 -3.7342 -2.9705 0.32 -0.13 0.12
H -6.2053 -3.9481 -3.2929 -0.06 -0.05 0.30
H -7.8613 -4.5985 0.2725 0.20 0.11 -0.40
H -8.6648 -3.8740 -1.0857 0.01 -0.23 0.48
C 0.3837 -1.8352 -0.3992 -0.16 -1.23 -3.43
O 0.5851 -2.4612 -1.4436 0.50 -0.37 0.32
N 1.1091 -0.7706 -0.0712 0.69 0.84 0.84
N -0.6576 -2.0883 0.3735 -0.88 0.28 1.73
H 0.6865 -0.1397 0.5948 0.95 0.36 -0.28
H 1.9272 -0.6161 -0.6431 -0.32 0.50 0.37
H -0.7218 -1.4435 1.1482 -0.92 -0.81 0.23
H -1.3165 -2.8188 0.1446 0.17 0.40 0.20
C -1.5801 -5.0612 -6.6805 -0.56 -0.66 0.71
O -2.6775 -5.3685 -7.0863 -0.50 -0.39 -0.73
N -0.9452 -3.9216 -6.8945 0.38 2.23 -1.14
N -0.8148 -5.8047 -5.8706 0.10 -1.89 1.01
H -0.2753 -3.6820 -6.1775 -0.10 0.88 -0.92
H -1.3125 -3.3540 -7.6447 0.39 0.49 0.65
H -1.1916 -6.7086 -5.6233 0.46 0.27 0.40
H 0.0128 -5.3849 -5.4720 -0.20 -0.91 0.05
C -1.7493 -10.3196 1.3812 1.20 0.58 -0.65
O -1.2498 -11.3978 1.4536 0.76 -2.46 0.99
N -2.7208 -10.0075 0.5692 -3.78 -0.11 -2.85
N -1.3180 -9.2002 1.9462 1.75 2.45 2.31
H -2.9843 -9.0502 0.3838 -0.20 -0.52 0.04
H -3.1950 -10.7552 0.0831 0.15 0.33 -0.02
H -1.5926 -8.3228 1.5279 0.28 -0.17 0.43
H -0.4714 -9.2056 2.4968 -0.17 -0.07 -0.27
C 4.8124 -5.0408 -5.3316 2.58 -0.37 -2.06
O 5.4743 -5.3674 -6.2751 0.99 -0.32 -2.39
N 4.5710 -5.7835 -4.3304 -1.84 -3.95 4.38
N 4.4351 -3.8370 -5.0332 -1.88 5.87 -0.74
H 3.9184 -5.3122 -3.7205 0.48 -1.55 0.96
H 5.0636 -6.6489 -4.1613 -0.54 0.22 0.05
H 4.4424 -3.1479 -5.7716 -0.05 -0.11 0.11
H 3.7616 -3.6702 -4.2992 0.24 0.23 -0.25
C 4.0525 -6.5693 3.8272 3.29 -1.92 -2.39
O 4.9030 -6.8949 3.0023 0.16 -0.17 0.12
N 3.9740 -7.0319 5.0440 -0.03 -1.47 3.72
N 3.1072 -5.7463 3.5585 -3.92 3.76 -1.42
H 3.3084 -6.5860 5.6591 0.37 -0.60 0.21
H 4.4875 -7.8502 5.3387 -0.06 0.43 -0.10
H 2.3707 -5.5663 4.2257 0.11 0.14 -0.46
H 3.0772 -5.2844 2.6608 0.06 -0.15 0.30
C -3.5736 -3.6259 5.6141 7.00 -1.36 0.74
O -2.5655 -3.0143 5.4087 2.82 2.55 -0.30
N -4.6999 -3.2348 5.3460 -9.03 4.21 -2.96
N -3.5275 -4.8043 6.1243 -0.26 -5.82 2.24
H -5.4380 -3.8875 5.1238 -0.06 0.45 0.18
H -4.6663 -2.3548 4.8515 -0.61 -0.10 -0.12
H -2.6662 -5.2598 6.3905 -0.18 0.38 -0.38
H -4.3130 -5.3993 5.9030 0.34 -0.32 0.57
C -0.1863 5.1395 4.6731 -0.09 -1.53 1.40
C -0.0040 3.7214 5.3958 0.05 1.63 -0.50
C -0.8558 3.5617 6.7004 1.21 0.36 0.05
O -0.5426 4.4972 7.7549 -1.80 -1.05 -0.63
C 0.7916 4.4715 8.1661 0.27 0.67 -1.05
N -0.3410 2.6571 4.4277 -0.80 0.62 1.27
H -0.2734 5.9084 5.4408 0.38 0.15 -0.05
H -1.1532 5.1465 4.1699 0.02 -0.13 -0.24
H 0.6182 5.3362 3.9645 -0.11 0.01 0.12
H 1.0390 3.5364 5.6526 0.11 0.43 0.13
H -0.6520 2.5506 7.0529 0.25 -0.31 0.29
H -1.9296 3.5420 6.5146 -0.07 0.69 -0.07
H 0.8552 4.9610 9.1380 0.11 -0.18 -0.09
H 1.2880 5.0547 7.3905 0.90 0.24 0.39
H 1.2521 3.4839 8.1445 -0.16 -0.28 0.37
H -1.3224 2.8836 4.3514 -0.72 -0.17 -1.19
H -0.4548 1.8880 5.0724 0.44 -1.18 -0.23
C -6.3114 2.8969 0.4486 0.51 -0.92 0.16
C -5.7710 3.8846 1.4447 -2.12 0.25 -1.04
C -6.7418 5.0739 1.6055 1.42 1.21 0.18
O -6.0813 5.9390 2.5740 -0.06 -0.98 0.53
C -6.1776 7.3285 2.4002 0.22 -0.46 -1.34
N -5.6841 3.2266 2.7554 1.09 0.82 -0.58
H -6.1861 3.1479 -0.6047 -0.60 0.51 0.09
H -7.3163 2.6144 0.7624 -0.14 -0.27 -0.55
H -5.6242 2.0577 0.5569 -0.36 -0.52 0.08
H -4.8642 4.2120 0.9363 0.57 0.34 1.16
H -7.7305 4.8012 1.9745 -0.02 -0.41 0.30
H -6.9383 5.6176 0.6815 0.34 0.12 -0.29
H -5.4492 7.6268 1.6462 -0.09 0.16 -0.58
H -5.8304 7.9024 3.2593 -0.77 -0.41 0.47
H -7.1860 7.4879 2.0183 -0.05 1.02 0.40
H -6.6209 2.9170 2.9712 -0.26 -0.29 0.02
H -5.5658 4.0537 3.3230 0.32 -0.17 1.00
C 9.1954 -0.9702 -1.4089 0.32 0.68 0.26
C 8.8562 0.5076 -1.8418 -0.58 -1.87 -0.80
C 9.3177 0.7903 -3.2819 0.35 1.18 1.16
O 8.8957 2.1312 -3.5056 -0.61 0.21 0.47
C 9.3909 2.7960 -4.6272 0.72 0.13 0.26
N 7.3973 0.6002 -1.8346 -0.33 0.04 0.24
H 10.2368 -1.2820 -1.4881 0.27 0.50 -0.14
H 8.6644 -1.7274 -1.9859 -0.38 0.32 -0.22
H 8.9324 -1.1364 -0.3643 -0.20 0.18 -0.02
H 9.2194 1.2876 -1.1726 0.42 -0.29 0.02
H 8.8314 0.1360 -4.0056 0.19 -0.36 -0.05
H 10.4056 0.7236 -3.2856 0.25 -0.08 -0.56
H 9.0261 2.3440 -5.5496 0.31 -0.02 -0.23
H 10.4750 2.8366 -4.5212 0.38 -0.40 -0.69
H 9.1364 3.8557 -4.6069 -0.65 -0.13 0.18
H 7.1395 1.5422 -2.0917 0.01 0.34 0.15
H 7.1185 0.0788 -2.6534 -0.49 -0.44 -0.03
C -2.1105 6.9995 -4.7176 1.22 0.70 0.97
C -0.7929 7.6280 -4.1302 -0.26 1.16 -0.17
C 0.3794 6.6621 -3.9654 0.40 -0.33 -0.49
O 1.5454 7.2227 -3.3451 -0.70 0.48 0.37
C 2.6220 6.3031 -3.1261 -0.47 1.00 -0.83
N -0.4177 8.8019 -4.9903 0.27 -0.60 0.76
H -1.8680 6.3989 -5.5943 -0.25 -0.38 0.28
H -2.8035 7.7778 -5.0369 0.27 0.27 -0.10
H -2.6403 6.5294 -3.8890 0.11 -0.77 -0.39
H -0.9330 7.9421 -3.0959 -0.69 0.38 0.15
H 0.6098 6.3329 -4.9786 0.39 -0.45 -0.13
H 0.0726 5.8318 -3.3292 -0.33 -0.34 -0.20
H 3.4595 6.8811 -2.7355 -0.10 0.11 -0.09
H 2.8754 5.9495 -4.1256 0.38 -0.68 0.19
H 2.4228 5.5168 -2.3980 -0.41 -0.21 -0.19
H 0.1146 9.4265 -4.4016 0.64 0.00 -0.05
H -1.2195 9.3771 -5.2057 -0.47 -0.33 -0.10